No. 1
ORCA calculation (ωB97M-V/def2-TZVPD) on a structure of composition C5H8Li2O3.

Structure (XYZ):
```
18
C5H8Li2O3 | the OMol25 dataset | ωB97M-V/def2-TZVPD
C -0.8868 -1.2078 -3.3950
C -1.3971 -0.1505 -3.7820
H 0.1206 -0.0813 -2.3496
H -0.5192 -2.2237 -3.4145
H -2.0406 0.7080 -3.6395
Li -2.4304 -1.6782 0.3471
O 0.7145 0.3112 0.6317
Li 2.1766 1.3392 -0.6458
O 0.6462 0.2680 -1.4831
C 0.1208 -0.2381 -0.3991
O -0.9202 -0.8842 -0.3959
C 0.1600 0.1591 1.9664
C 1.0834 0.8672 2.9217
H -0.8448 0.5997 1.9598
H 0.0921 -0.9167 2.1708
H 1.1144 1.9439 2.7095
H 0.7069 0.7175 3.9414
H 2.1034 0.4667 2.8560
```

Values from the calculation:
Charge: +2
HOMO level, eV: -17.840
M, u: 129.998
Relative energy (zero: lowest compared OMol25 entry of this formula, charge and spin), kJ/mol: 24.3
LUMO level, eV: -7.09
Gap between HOMO and LUMO, eV: 10.75

---

No. 2
ORCA calculation (ωB97M-V/def2-TZVPD) on a structure of composition C32H43ClCuN8O3.

Structure (XYZ):
```
88
C32H43ClCuN8O3 | the OMol25 dataset | ωB97M-V/def2-TZVPD
Cu 2.5184 0.8120 -0.1861
N 6.9313 -2.3574 -0.3601
C 7.5775 -1.1942 -0.7067
O 8.8005 -1.0647 -0.6334
C 6.7255 -0.0236 -1.0964
C 7.3950 1.1013 -1.6751
C 6.6273 2.2253 -1.9707
C 5.2433 2.2564 -1.5902
N 4.6434 1.1772 -1.0052
C 5.4020 0.0677 -0.7735
H 7.5454 -3.1590 -0.3220
H 5.9926 -2.5854 -0.6411
H 8.4588 1.0070 -1.7376
H 7.0626 3.0793 -2.4427
H 4.5715 3.0837 -1.8306
H 4.9282 -0.7746 -0.2663
C -2.2912 -2.7277 -0.5488
C -3.6319 -2.0395 -0.1807
C -4.3769 -1.6305 -1.4624
C -4.4437 -3.1682 0.4960
C -3.4349 -0.8511 0.8348
O -2.4173 -1.2631 1.7290
C -4.7253 -0.5677 1.6737
C -6.0543 -0.1180 1.0471
C -6.3037 1.3619 0.7484
C -7.2009 1.6832 -0.2727
C -7.6834 2.9579 -0.3729
C -7.1620 3.9682 0.4832
Cl -7.8547 5.5450 0.4905
C -6.2092 3.6753 1.4664
C -5.7500 2.3595 1.5456
C -2.9285 0.4624 0.1495
N -1.5955 0.4732 -0.4683
C -0.3761 0.1363 -0.0041
N 0.5922 0.6375 -0.7873
C -0.1010 1.4324 -1.6944
N -1.4380 1.3055 -1.6156
H -2.4311 -3.7238 -0.9557
H -1.6779 -2.7849 0.3372
H -1.7744 -2.0365 -1.2883
H -4.3997 -2.4407 -2.1588
H -3.8936 -0.7729 -1.9285
H -5.4398 -1.4204 -1.2639
H -4.5354 -3.9655 -0.2089
H -5.4101 -2.7726 0.8181
H -3.9114 -3.4383 1.3680
H -2.5136 -0.7670 2.5449
H -4.4495 0.1258 2.5002
H -4.9170 -1.5053 2.1459
H -6.7994 -0.4621 1.8043
H -6.3228 -0.5526 0.0929
H -7.5304 0.9090 -0.9690
H -8.4835 3.2396 -1.0939
H -5.9089 4.4040 2.1914
H -5.0137 2.0928 2.2817
H -2.8967 1.2826 0.8586
H -3.6365 0.8028 -0.6058
H -0.2061 -0.5281 0.8395
H 0.4326 2.0898 -2.4401
C 2.3963 5.4845 -0.9844
N 2.5925 4.9678 0.3746
C 2.5949 3.6896 0.7497
N 2.9034 3.4482 2.0776
O 2.3977 2.7324 -0.0603
H 2.1619 4.6377 -1.6033
H 3.2585 6.0715 -1.3857
H 1.5298 6.1587 -1.0185
H 3.1154 5.6474 0.9825
H 3.4536 4.1494 2.5585
H 3.2729 2.4884 2.1616
C 2.5114 -2.0464 -2.2019
C 2.3380 -2.7671 -0.8833
C 1.6982 -3.9672 -0.8077
C 1.5816 -4.7253 0.3671
C 2.2305 -4.2459 1.5127
C 2.9813 -3.0570 1.4544
C 3.8305 -2.6627 2.6415
C 2.7152 -2.0470 0.3585
N 2.7693 -0.8138 0.6468
H 3.2089 -2.5770 -2.8816
H 2.8750 -1.0358 -2.0628
H 1.5903 -1.9509 -2.7994
H 1.4069 -4.4469 -1.7458
H 0.9971 -5.6460 0.3268
H 2.2086 -4.9100 2.3807
H 3.7251 -3.4294 3.4456
H 3.4183 -1.6820 2.9817
H 4.9186 -2.5243 2.5256
```

Values from the calculation:
HOMO level (spin up / spin down), eV: -5.596 / -5.386
M, u: 686.748
Relative energy (zero: lowest compared OMol25 entry of this formula, charge and spin), kJ/mol: 149.4
LUMO level (spin up / spin down), eV: 0.18 / 0.18
Multiplicity: 2
Gap between HOMO and LUMO (spin up / spin down), eV: 5.78 / 5.57

---

No. 3
ORCA calculation (ωB97M-V/def2-TZVPD) on a cluster of 9 separate species, C27H40O27 in total.

Structure (XYZ):
```
94
C27H40O27 | the OMol25 dataset | ωB97M-V/def2-TZVPD
C -3.6711 1.3019 -1.8071
C -4.2009 1.8187 -0.5101
O -5.3714 2.4690 -0.8510
C -5.3173 2.8189 -2.1100
O -6.0203 3.6453 -2.6239
O -4.2943 2.2554 -2.6430
H -4.0363 0.2936 -2.0018
H -2.5916 1.3478 -1.9510
H -3.4878 2.5696 -0.1698
H -4.2119 0.9907 0.1987
C 1.1082 0.1695 -0.5582
C -0.1482 -0.3806 -1.0663
O -1.1848 0.3695 -0.5047
C -0.6858 1.4061 0.0352
O -1.3023 2.2329 0.6522
O 0.6315 1.3381 0.1107
H 1.8724 0.2988 -1.3246
H 1.5809 -0.6239 0.0208
H -0.3384 -1.4003 -0.7316
H -0.3127 -0.3501 -2.1434
C 0.6808 4.5801 2.3084
C 0.9479 5.8870 1.5966
O 2.0470 6.5163 2.2603
C 2.2490 5.7995 3.4016
O 3.0875 6.1737 4.1652
O 1.4931 4.6533 3.4888
H 0.8356 3.7095 1.6709
H -0.3040 4.7533 2.7422
H 0.0678 6.5299 1.6111
H 1.0709 5.6575 0.5382
C -0.9916 -2.6363 -6.2546
C -2.2919 -2.0527 -6.8918
O -2.9586 -1.5517 -5.7357
C -2.0769 -1.5339 -4.6925
O -2.3880 -0.9813 -3.6103
O -0.9654 -2.1244 -4.9448
H -0.0343 -2.4701 -6.7486
H -1.0481 -3.7188 -6.3699
H -2.9897 -2.8068 -7.2558
H -2.1422 -1.4060 -7.7563
C -1.8642 -5.4240 -1.0583
C -2.0464 -4.0391 -0.4891
O -1.8044 -4.2055 0.8120
C -2.1299 -5.3726 1.2069
O -2.2965 -5.7553 2.3773
O -2.4180 -6.1365 0.0809
H -0.8122 -5.6698 -1.2028
H -2.5778 -5.5266 -1.8758
H -2.9470 -3.5074 -0.7963
H -1.3379 -3.3360 -0.9269
C 3.7449 -4.2087 1.8056
C 4.0829 -4.6598 0.3749
O 2.7452 -4.5797 -0.1572
C 2.0199 -3.6867 0.5075
O 1.0927 -3.1120 0.0017
O 2.5880 -3.5014 1.7188
H 4.5196 -3.5069 2.1144
H 3.6059 -5.0095 2.5320
H 4.4062 -5.6984 0.3059
H 4.7490 -3.9968 -0.1773
C 2.4972 0.9645 3.9004
C 2.8292 0.0478 2.7437
O 3.3460 -1.1231 3.3491
C 3.3918 -1.0318 4.6479
O 3.9055 -1.8117 5.4390
O 2.8445 0.1518 5.0499
H 1.4759 1.3452 3.9152
H 3.0447 1.9012 4.0043
H 3.6030 0.4741 2.1052
H 1.9742 -0.0157 2.0706
C -0.9589 3.6801 8.0864
O -1.6558 3.1223 7.0352
C -1.1772 2.9615 5.8129
O -0.0462 3.2797 5.3615
O -2.1341 2.3108 5.0897
C -1.9395 1.9232 3.7532
H 0.0671 3.9830 7.8771
H -0.8604 2.9072 8.8488
H -1.4444 4.6076 8.3897
H -0.9700 2.2658 3.3917
H -2.7539 2.1137 3.0542
H -1.8466 0.8389 3.6904
C 0.6677 2.0840 -4.8212
O 1.3865 1.0023 -4.2030
C 1.7909 0.0709 -4.9629
O 1.5285 -0.0498 -6.2070
O 2.3202 -0.8349 -4.1704
C 2.8807 -2.0394 -4.6048
H -0.0033 1.6700 -5.5738
H 1.3208 2.6006 -5.5246
H 0.2533 2.8590 -4.1764
H 2.4575 -2.2681 -5.5829
H 2.6348 -2.8120 -3.8764
H 3.9430 -1.7951 -4.6113
```

Values from the calculation:
Charge: -1
HOMO level (spin up / spin down), eV: 0.059 / -8.881
M, u: 796.590
LUMO level (spin up / spin down), eV: 1.99 / 1.94
Multiplicity: 2
Gap between HOMO and LUMO (spin up / spin down), eV: 1.93 / 10.82

---

No. 4
ORCA calculation (ωB97M-V/def2-TZVPD) on a cluster of 2 separate species, C7H14O in total.

Structure (XYZ):
```
22
C7H14O | the OMol25 dataset | ωB97M-V/def2-TZVPD
C -0.3980 -2.7705 -0.1461
C -1.3253 -1.6065 -0.4769
C -0.6936 -0.2152 -0.4348
C -1.2689 0.8371 -0.9862
C 2.9845 0.8586 0.1282
C 1.7041 0.4226 -0.5066
C 0.6706 -0.0904 0.1490
H -0.9712 -3.5854 0.3072
H 0.3836 -2.6728 0.6205
H 0.1613 -3.1417 -1.0030
H -1.6530 -1.7485 -1.5007
H -2.2133 -1.6691 0.1573
H -2.1977 0.8770 -1.5372
H -0.7243 1.7660 -1.1595
H 3.1920 1.8872 -0.1632
H 2.9814 0.8181 1.2135
H 3.8538 0.2451 -0.1362
H 1.6621 0.4490 -1.5867
H 0.6783 -0.3313 1.2049
H -1.7662 3.8372 1.9351
H -3.0099 2.9116 2.0116
O -2.0504 2.9218 1.9098
```

Values from the calculation:
HOMO level, eV: -8.658
M, u: 114.188
Relative energy (zero: lowest compared OMol25 entry of this formula, charge and spin), kJ/mol: 183.0
LUMO level, eV: 0.92
Gap between HOMO and LUMO, eV: 9.58

---

No. 5
ORCA calculation (ωB97M-V/def2-TZVPD) on a structure of composition C21H20CoN3O7S.

Structure (XYZ):
```
53
C21H20CoN3O7S | the OMol25 dataset | ωB97M-V/def2-TZVPD
Co 1.2836 -0.0204 0.7561
O 1.7482 0.8758 -1.3089
C 1.1749 2.1867 -1.3740
C 1.8087 3.0085 -0.2562
N 2.0863 2.2271 0.9607
C 3.5181 2.0256 1.1902
C 4.0795 0.6912 0.6400
O 5.2475 0.6434 0.3127
O 3.2322 -0.2681 0.6619
C 1.4279 2.7239 2.1689
C 1.1981 1.5768 3.1717
O 1.0800 1.8236 4.3476
O 1.1205 0.4017 2.6206
H 1.5850 0.4053 -2.1322
H 1.3961 2.6506 -2.3373
H 0.0990 2.1350 -1.2316
H 2.7450 3.4312 -0.6235
H 1.1273 3.8265 -0.0236
H 4.1132 2.8297 0.7583
H 3.7056 1.9907 2.2644
H 1.9980 3.5128 2.6635
H 0.4281 3.0729 1.9353
O -2.7116 0.5374 1.5655
S -1.7646 0.8049 0.5257
O -1.0118 2.0350 0.5964
N -0.6681 -0.3837 0.3362
C -1.0754 -1.7106 0.4114
C -2.3712 -2.1979 0.3624
C -2.6246 -3.5766 0.4339
C -1.6109 -4.4905 0.5203
C -0.2747 -4.0436 0.5496
C 0.8442 -4.9009 0.6220
C 2.1061 -4.3728 0.6574
C 2.2684 -2.9799 0.6359
N 1.2446 -2.1592 0.5666
C -0.0162 -2.6557 0.5112
C -2.6261 0.9024 -1.0365
C -3.6696 1.8150 -1.1050
C -4.2904 2.0432 -2.3218
C -3.8623 1.3623 -3.4546
C -2.8240 0.4460 -3.3719
C -2.1970 0.2103 -2.1561
H -3.1997 -1.5106 0.2953
H -3.6522 -3.9152 0.4176
H -1.8214 -5.5513 0.5699
H 0.6890 -5.9725 0.6500
H 2.9789 -5.0074 0.7114
H 3.2485 -2.5202 0.6780
H -3.9765 2.3313 -0.2038
H -5.0986 2.7590 -2.3906
H -4.3436 1.5412 -4.4073
H -2.4981 -0.0784 -4.2609
H -1.3937 -0.5112 -2.0729
```

Values from the calculation:
HOMO level (spin up / spin down), eV: -8.567 / -8.538
M, u: 517.405
Relative energy (zero: lowest compared OMol25 entry of this formula, charge and spin), kJ/mol: 0.0
LUMO level (spin up / spin down), eV: -0.50 / -2.44
Multiplicity: 5
Gap between HOMO and LUMO (spin up / spin down), eV: 8.07 / 6.10

---

No. 6
ORCA calculation (ωB97M-V/def2-TZVPD) on the molecule C4H5NO.

Structure (XYZ):
```
11
C4H5NO | the OMol25 dataset | ωB97M-V/def2-TZVPD
C 0.0177 0.6589 1.5145
C -0.0628 0.0184 0.3070
C 0.9898 -0.6264 -0.5989
C -1.1935 0.1855 -0.5715
H -0.8403 1.0830 2.0136
H 0.8892 0.6411 2.0968
H 1.2806 -1.5540 -0.2289
H 1.9302 -0.0237 -0.6565
H -2.1917 0.6348 -0.3026
N -1.0704 -0.2381 -1.7478
O 0.2511 -0.7794 -1.8258
```

Values from the calculation:
HOMO level, eV: -8.994
M, u: 83.090
Relative energy (zero: lowest compared OMol25 entry of this formula, charge and spin), kJ/mol: 272.9
LUMO level, eV: 0.40
Gap between HOMO and LUMO, eV: 9.39

---

No. 7
ORCA calculation (ωB97M-V/def2-TZVPD) on a structure of composition C9H14N2PTm.

Structure (XYZ):
```
27
C9H14N2PTm | the OMol25 dataset | ωB97M-V/def2-TZVPD
C 0.7547 -1.7984 -0.5488
C 0.1929 -3.0094 -0.0410
C -1.0597 -3.2121 -0.7057
C -1.1389 -2.3077 -1.8059
C -0.0798 -1.3573 -1.6593
Tm -0.1820 1.6517 0.0713
P 2.5928 2.3310 0.2745
H 1.6294 -1.2625 -0.1693
H 0.6105 -3.6219 0.7640
H -1.7769 -4.0182 -0.4904
H 0.1033 -0.4732 -2.2760
H -1.9058 -2.2701 -2.5870
H 3.1166 2.8811 -0.9474
H 3.8054 1.7584 0.7800
H 2.6143 3.5536 1.0472
C -4.0917 0.0492 0.1438
C -3.4255 1.2429 0.6651
N -2.1154 1.4476 0.7072
C -1.8868 2.7629 1.2708
C -3.1179 3.2291 1.6207
N -4.0555 2.2951 1.2006
H -4.6027 -0.4771 0.9642
H -4.8431 0.3341 -0.6075
H -3.3458 -0.6089 -0.3093
H -0.9008 3.1093 1.6473
H -3.3727 4.1454 2.1153
H -5.0691 2.3539 1.3096
```

Values from the calculation:
HOMO level (spin up / spin down), eV: -4.668 / -5.832
M, u: 350.133
Relative energy (zero: lowest compared OMol25 entry of this formula, charge and spin), kJ/mol: 236.9
LUMO level (spin up / spin down), eV: -0.03 / -0.39
Multiplicity: 3
Gap between HOMO and LUMO (spin up / spin down), eV: 4.63 / 5.44

---

No. 8
ORCA calculation (ωB97M-V/def2-TZVPD) on a structure of composition C30H48AuP2.

Structure (XYZ):
```
81
C30H48AuP2 | the OMol25 dataset | ωB97M-V/def2-TZVPD
Au -0.3250 0.2403 1.7953
C -0.4000 -2.4879 2.5734
C 0.9538 -2.7137 2.2636
C 0.9111 -1.0851 3.9027
C -0.4718 -1.3903 3.5362
C 1.7551 -1.8484 3.0644
C -1.5365 -3.3784 2.2495
H -1.3946 -3.9093 1.2970
H -2.4743 -2.8048 2.1917
H -1.6664 -4.1494 3.0339
C -1.6213 -1.1895 4.4660
H -2.5737 -1.4556 3.9828
H -1.6838 -0.1386 4.7754
H -1.5226 -1.8063 5.3808
C 1.3377 -0.3099 5.0881
H 1.4357 -0.9518 5.9881
H 0.6026 0.4746 5.3217
H 2.3154 0.1729 4.9203
C 3.2315 -1.8838 3.1833
H 3.5478 -2.5127 4.0363
H 3.6181 -0.8673 3.3589
H 3.7039 -2.2892 2.2782
C 1.4922 -3.8456 1.4672
H 1.8112 -4.6626 2.1399
H 2.3709 -3.5400 0.8841
H 0.7371 -4.2403 0.7772
C -1.8474 0.4422 -4.8402
C -1.7350 -0.8903 -4.9238
C -0.8325 -1.6368 -5.8628
C 0.5266 -0.9769 -6.2101
C 1.2913 -0.4349 -5.0387
C 1.1859 0.7920 -4.5130
C 0.2721 1.8866 -4.9743
C -1.0613 1.4495 -5.6299
H -1.3469 -1.8461 -6.8168
H 0.3869 -0.2323 -7.0049
H -0.6219 -2.6194 -5.4175
H -0.8780 1.1334 -6.6660
H -2.6288 0.8749 -4.2019
H -2.4237 -1.5232 -4.3530
H -1.6821 2.3572 -5.7001
H 0.0299 2.5185 -4.1062
H 1.8846 1.0832 -3.7208
H 0.7979 2.5440 -5.6868
H 1.1486 -1.7736 -6.6479
H 2.0449 -1.1217 -4.6345
P -1.0371 -0.1008 -0.4237
P 1.5922 1.1392 0.6294
C -0.1535 1.0241 -1.5835
C 1.0158 1.8264 -0.9740
H -0.9057 1.7031 -2.0172
H 0.2028 0.3901 -2.4100
H 1.8725 1.8378 -1.6725
H 0.7246 2.8794 -0.8264
C 2.5114 2.3415 1.6231
H 3.1332 1.7737 2.3331
H 1.8298 2.9793 2.2039
H 3.1698 2.9686 1.0011
C 2.8573 -0.0563 0.1688
H 3.5075 0.3738 -0.6028
H 2.4206 -0.9855 -0.2027
H 3.4638 -0.2905 1.0496
C -2.8275 0.0730 -0.5978
H -3.2823 -0.7453 -0.0202
H -3.1219 -0.0030 -1.6617
H -3.1836 1.0186 -0.1753
C -0.6998 -1.7864 -0.9768
H 0.3376 -2.0730 -0.7752
H -0.9073 -1.8759 -2.0524
H -1.3552 -2.4632 -0.4156
C -2.2995 4.5136 3.2251
C -1.7716 3.5912 4.1452
C -1.1772 2.3898 3.6992
C -1.1480 2.1241 2.3409
C -1.6350 3.0385 1.4046
C -2.2204 4.2388 1.8607
H -2.7802 5.4351 3.5812
H -1.8283 3.7821 5.2129
H -0.7695 1.7005 4.4382
H -1.5801 2.8368 0.3324
H -2.6206 4.9469 1.1315
```

Values from the calculation:
Charge: +1
HOMO level (spin up / spin down), eV: -9.769 / -9.882
M, u: 667.629
LUMO level (spin up / spin down), eV: -1.77 / -4.36
Multiplicity: 3
Gap between HOMO and LUMO (spin up / spin down), eV: 8.00 / 5.52

---

No. 9
ORCA calculation (ωB97M-V/def2-TZVPD) on a cluster of 2 separate species, C5H10O in total.

Structure (XYZ):
```
16
C5H10O | the OMol25 dataset | ωB97M-V/def2-TZVPD
C 0.3055 -1.2515 -1.8724
C 0.5386 2.0011 0.7799
C -0.0613 0.7814 1.4140
C -1.3628 0.1751 0.9120
C 1.1653 0.8946 0.5463
O 1.0746 -1.7936 -0.8186
H -0.7028 -1.6869 -1.9197
H 0.8276 -1.4891 -2.8026
H 0.2115 -0.1576 -1.7984
H 0.4498 3.0676 0.6388
H 0.0853 0.6380 2.4908
H -1.4132 -0.9044 1.1123
H -2.2274 0.6325 1.4072
H -1.4778 0.3283 -0.1670
H 1.9625 0.3449 0.0672
H 0.6247 -1.5804 0.0102
```

Values from the calculation:
HOMO level, eV: -9.609
M, u: 86.134
Relative energy (zero: lowest compared OMol25 entry of this formula, charge and spin), kJ/mol: 316.4
LUMO level, eV: 1.06
Gap between HOMO and LUMO, eV: 10.67

---

No. 10
ORCA calculation (ωB97M-V/def2-TZVPD) on a cluster of 2 separate species, C2H10NOS2 in total.

Structure (XYZ):
```
16
C2H10NOS2 | the OMol25 dataset | ωB97M-V/def2-TZVPD
N -0.0514 0.6231 1.0247
C 1.1725 0.4076 0.0426
C 1.0256 -0.9078 -0.6113
S 0.5787 -2.4313 0.3280
S 0.1046 -3.8346 -0.8836
H -0.1613 -0.0123 1.7426
H -0.8755 0.6990 0.3693
H 0.1022 1.4816 1.6822
H 2.1974 0.3758 0.5453
H 1.1205 1.2923 -0.6455
H 0.3344 -0.8728 -1.5201
H 1.9257 -1.2392 -1.1532
H -1.1602 -3.8933 -0.8497
H -2.1670 2.7922 -0.7946
H -2.1840 3.0970 0.6547
O -1.9620 2.4227 0.0686
```

Values from the calculation:
Charge: +1
HOMO level, eV: -12.627
M, u: 128.242
Relative energy (zero: lowest compared OMol25 entry of this formula, charge and spin), kJ/mol: 152.2
LUMO level, eV: -3.54
Gap between HOMO and LUMO, eV: 9.09